No. 1
The following is a quantum chemistry calculation of a molecular structure, C39H60GeN4P3RuS3Sb in a non-equilibrium geometry, from the Open Molecules 2025 dataset.

* energy relative to the best compared isomer or geometry (same formula, charge and spin): 0.0000 eV
* HOMO: -12.247 eV
* Kohn-Sham gap: 0.200 hartree
* net charge: +2

Each line ends with the Mulliken charge.
Geometry (Å):
Ru (-0.216, 0.059, 0.048)  -0.798
C (1.702, 2.832, -3.544)  -1.586
C (1.541, 1.978, -2.282)  1.991
C (2.741, 1.045, -2.092)  -1.686
P (-0.091, 1.119, -2.163)  1.794
C (-1.310, 2.442, -2.364)  -2.266
N (-1.162, 3.324, -1.237)  0.910
Ge (-0.543, 2.627, 0.398)  -2.409
N (-1.928, 2.691, 1.655)  1.189
C (-2.713, 1.523, 1.936)  -3.146
P (-2.404, 0.182, 0.752)  2.570
C (-3.004, -1.323, 1.671)  1.156
C (-3.431, -2.472, 0.752)  -1.569
C (-4.127, -1.044, 2.684)  -1.485
C (-3.623, 0.637, -0.571)  0.799
C (-5.092, 0.649, -0.115)  -1.790
C (-3.536, -0.160, -1.869)  -1.588
C (-2.435, 3.898, 2.150)  1.203
C (-3.508, 3.957, 3.038)  -0.503
C (-4.038, 5.184, 3.418)  -1.042
C (-3.526, 6.362, 2.907)  -1.089
C (-2.441, 6.308, 2.045)  -0.777
C (-1.870, 5.094, 1.701)  0.244
N (-0.694, 4.963, 0.861)  1.780
C (-0.846, 5.571, -0.457)  0.599
C (-0.702, 6.931, -0.678)  -0.750
C (-0.952, 7.473, -1.931)  -1.132
C (-1.365, 6.632, -2.948)  -0.963
C (-1.473, 5.262, -2.741)  -0.563
C (-1.173, 4.706, -1.498)  0.501
C (0.558, 5.314, 1.493)  0.108
C (0.794, 6.506, 2.160)  -0.525
C (2.065, 6.822, 2.613)  -1.170
C (3.105, 5.945, 2.365)  -1.014
C (2.866, 4.725, 1.744)  -0.391
C (1.576, 4.372, 1.352)  0.588
N (1.231, 3.101, 0.870)  1.193
C (2.118, 2.014, 1.201)  -2.139
P (1.173, 0.646, 1.947)  1.095
C (2.445, -0.689, 2.097)  2.094
C (2.023, -1.828, 3.032)  -1.938
C (3.816, -0.153, 2.524)  -1.481
C (0.856, 1.070, 3.739)  0.391
C (1.457, 2.402, 4.198)  -1.543
C (-0.586, 0.969, 4.220)  -1.614
C (-0.298, -0.004, -3.637)  0.720
C (-0.903, 0.736, -4.838)  -1.644
C (0.980, -0.739, -4.040)  -1.473
H (2.667, 3.341, -3.487)  0.471
H (0.940, 3.607, -3.632)  0.327
H (1.712, 2.226, -4.451)  0.274
H (1.504, 2.663, -1.431)  -0.732
H (3.031, 0.561, -3.023)  0.533
H (2.565, 0.254, -1.359)  -0.172
H (3.597, 1.632, -1.753)  0.433
H (-2.311, 2.016, -2.492)  0.045
H (-1.070, 2.938, -3.302)  1.395
H (-3.778, 1.747, 1.829)  1.193
H (-2.590, 1.147, 2.948)  0.330
H (-2.134, -1.638, 2.245)  0.240
H (-4.435, -2.302, 0.363)  0.314
H (-3.463, -3.396, 1.332)  0.516
H (-2.768, -2.634, -0.095)  0.193
H (-5.021, -0.637, 2.214)  0.249
H (-3.828, -0.386, 3.497)  0.306
H (-4.407, -1.998, 3.135)  0.525
H (-3.339, 1.679, -0.757)  0.098
H (-5.474, -0.361, 0.025)  0.319
H (-5.682, 1.108, -0.911)  0.484
H (-5.284, 1.224, 0.789)  0.351
H (-3.876, -1.186, -1.731)  0.343
H (-2.531, -0.192, -2.279)  0.239
H (-4.188, 0.305, -2.613)  0.490
H (-3.949, 3.057, 3.448)  0.495
H (-4.872, 5.209, 4.108)  0.435
H (-3.961, 7.314, 3.176)  0.445
H (-2.051, 7.225, 1.621)  0.386
H (-0.380, 7.575, 0.130)  0.405
H (-0.839, 8.536, -2.101)  0.452
H (-1.604, 7.035, -3.925)  0.423
H (-1.818, 4.653, -3.567)  0.549
H (-0.019, 7.198, 2.338)  0.403
H (2.243, 7.757, 3.130)  0.435
H (4.114, 6.197, 2.665)  0.450
H (3.710, 4.068, 1.569)  0.582
H (2.856, 2.323, 1.936)  0.882
H (2.684, 1.625, 0.350)  0.146
H (2.557, -1.072, 1.082)  -1.364
H (2.284, -1.601, 4.067)  0.495
H (2.569, -2.737, 2.767)  0.421
H (0.956, -2.057, 3.015)  0.445
H (3.772, 0.335, 3.502)  0.301
H (4.249, 0.538, 1.800)  0.319
H (4.503, -0.997, 2.613)  0.489
H (1.413, 0.269, 4.229)  0.740
H (0.929, 3.251, 3.763)  0.249
H (2.518, 2.501, 3.978)  0.329
H (1.347, 2.465, 5.283)  0.474
H (-1.164, 1.824, 3.874)  0.324
H (-0.588, 0.989, 5.312)  0.656
H (-1.064, 0.037, 3.910)  0.219
H (-1.029, -0.754, -3.337)  0.652
H (-0.288, 1.574, -5.163)  0.275
H (-1.909, 1.103, -4.633)  0.282
H (-0.974, 0.039, -5.674)  0.528
H (1.664, -0.076, -4.572)  0.312
H (0.718, -1.548, -4.725)  0.537
H (1.517, -1.170, -3.194)  -0.032
S (3.580, -2.293, -1.059)  -0.403
Sb (1.736, -3.434, -0.880)  0.638
S (-0.563, -1.908, -1.191)  -0.682
S (-0.069, -2.248, 0.766)  -0.306

No. 2
The following is a quantum chemistry calculation of a molecular structure, C39H60MnN2O2Si3Te in a non-equilibrium geometry, from the Open Molecules 2025 dataset.

* energy relative to the best compared isomer or geometry (same formula, charge and spin): 0.4814 eV
* 2S+1: 6
* HOMO (spin up / spin down): -7.335 / -7.554 eV
* Kohn-Sham gap (spin up / spin down): 0.256 / 0.259 hartree

Each line ends with the Mulliken spin population.
Geometry (Å):
Mn (-0.218, -1.031, 0.528)  5.147
O (-1.446, -0.409, 2.452)  -0.017
C (-0.904, -0.903, 3.700)  0.007
C (0.532, -1.228, 3.483)  0.046
C (1.371, -1.417, 4.568)  -0.001
C (2.682, -1.815, 4.434)  0.008
C (3.148, -1.938, 3.095)  -0.002
C (2.283, -1.690, 2.023)  -0.004
N (1.000, -1.344, 2.217)  -0.022
H (-2.410, -0.322, 2.588)  0.004
H (-1.440, -1.839, 3.933)  -0.002
H (-0.989, -0.180, 4.519)  0.002
H (0.954, -1.408, 5.597)  0.000
H (3.312, -1.955, 5.310)  0.000
H (4.182, -2.274, 2.902)  0.000
H (2.567, -1.762, 0.972)  0.015
C (2.261, 1.460, -2.815)  -0.001
C (2.344, 0.110, -3.516)  -0.002
C (1.183, -0.039, -4.476)  0.003
C (3.618, 0.047, -4.361)  0.001
Si (2.238, -1.342, -2.202)  0.061
O (1.197, -1.128, -1.002)  -0.008
C (3.991, -1.525, -1.507)  0.003
C (4.669, -2.722, -1.593)  0.002
C (5.909, -2.956, -0.912)  0.000
C (6.565, -1.881, -0.315)  0.001
C (5.948, -0.613, -0.355)  -0.001
C (4.655, -0.440, -0.899)  0.001
C (1.862, -2.998, -3.182)  0.001
C (1.310, -4.019, -2.348)  0.003
C (0.557, -5.040, -2.845)  0.000
C (0.433, -5.192, -4.246)  0.001
C (1.051, -4.278, -5.078)  0.000
C (1.800, -3.201, -4.559)  0.000
H (2.144, 2.289, -3.527)  0.000
H (3.130, 1.688, -2.202)  0.001
H (1.406, 1.499, -2.102)  -0.001
H (0.986, 0.913, -5.033)  0.000
H (0.276, -0.322, -3.970)  -0.001
H (1.279, -0.852, -5.247)  0.000
H (3.579, 0.706, -5.245)  0.000
H (3.752, -0.959, -4.773)  0.000
H (4.503, 0.324, -3.747)  0.000
H (4.222, -3.577, -2.164)  0.000
H (6.280, -3.972, -0.825)  0.000
H (7.477, -2.070, 0.255)  0.000
H (6.427, 0.256, 0.128)  0.000
H (4.164, 0.545, -0.906)  0.001
H (1.491, -3.994, -1.290)  -0.008
H (0.233, -5.843, -2.161)  0.000
H (-0.134, -6.001, -4.744)  0.000
H (0.959, -4.353, -6.164)  0.000
H (2.401, -2.589, -5.216)  0.000
C (-5.122, -3.729, 2.277)  0.001
N (-4.848, -2.920, 1.109)  0.002
C (-5.845, -1.940, 0.717)  -0.002
C (-3.425, -2.731, 0.822)  -0.011
C (-3.074, -2.078, -0.546)  -0.232
C (-3.836, -2.503, -1.652)  -0.012
C (-3.684, -1.861, -2.888)  0.016
C (-2.699, -0.902, -2.955)  -0.004
C (-1.852, -0.620, -1.894)  0.040
C (-1.939, -1.259, -0.646)  -0.056
H (-4.671, -3.367, 3.198)  0.000
H (-4.751, -4.764, 2.027)  0.000
H (-6.190, -3.794, 2.457)  0.000
H (-6.744, -2.143, 1.301)  0.000
H (-6.066, -1.978, -0.343)  0.000
H (-5.431, -0.927, 0.906)  0.000
H (-2.984, -3.759, 0.846)  -0.001
H (-2.955, -2.152, 1.599)  0.018
H (-4.511, -3.359, -1.525)  -0.002
H (-4.359, -2.018, -3.740)  0.001
H (-2.576, -0.373, -3.886)  0.000
H (-1.065, 0.116, -2.070)  -0.013
C (2.430, 4.649, 4.182)  0.000
Si (2.096, 4.091, 2.402)  0.000
C (1.922, 5.665, 1.381)  0.000
C (3.436, 3.006, 1.762)  0.000
C (0.334, 3.259, 2.493)  -0.001
Te (-0.656, 2.690, 0.591)  0.008
C (-2.151, 4.281, 0.489)  0.006
Si (-3.935, 3.833, 0.996)  0.001
C (-4.590, 2.437, -0.174)  -0.002
C (-4.063, 3.381, 2.822)  0.000
C (-5.076, 5.381, 0.933)  0.000
H (3.424, 5.061, 4.377)  0.000
H (2.365, 3.735, 4.858)  0.000
H (1.685, 5.403, 4.405)  0.000
H (2.867, 6.255, 1.461)  0.000
H (1.171, 6.376, 1.756)  0.000
H (1.719, 5.420, 0.311)  0.000
H (4.419, 3.462, 2.015)  0.000
H (3.388, 2.897, 0.654)  0.000
H (3.525, 1.979, 2.114)  0.000
H (-0.367, 3.932, 2.921)  0.001
H (0.307, 2.325, 3.063)  0.001
H (-2.126, 4.645, -0.518)  0.001
H (-1.829, 5.087, 1.138)  0.001
H (-3.989, 1.485, -0.118)  0.004
H (-4.584, 2.763, -1.208)  0.000
H (-5.620, 2.121, 0.077)  0.000
H (-3.596, 2.419, 3.038)  0.001
H (-5.108, 3.279, 3.116)  0.000
H (-3.635, 4.157, 3.474)  0.000
H (-5.196, 5.870, -0.038)  0.000
H (-4.669, 6.171, 1.570)  0.000
H (-6.060, 5.125, 1.362)  0.000

- Which formula does entry 2 have?
  C39H60MnN2O2Si3Te

- What is the energy relative to the best compared isomer or geometry (same formula, charge and spin) in the second record?
  0.4814 eV

- Which of these has the lowest energy relative to the best compared isomer or geometry (same formula, charge and spin)?
  C39H60GeN4P3RuS3Sb

- What is the energy relative to the best compared isomer or geometry (same formula, charge and spin) in the first record?
  0.0000 eV